Record 1
ORCA calculation (wB97M-V/def2-TZVPD) on C25H28IrN9S3Se as an isolated structure at a distorted geometry.

total charge	+1
⟨S²⟩	8.819
ΔE to the lowest compared entry with this formula, charge and spin	0.2145	eV
HOMO (spin up / spin down)	-9.4 / -10.4	eV
spin multiplicity	6

Last column: Mulliken spin population.
Positions of all 67 atoms, in Å:
Ir1 0.023 -0.865 -0.667  1.331
C1 -3.457 -4.261 -2.993  0.001
S1 -2.642 -5.015 -1.555  0.051
C2 -1.660 -3.631 -1.056  -0.007
S2 -0.267 -3.354 -2.054  0.947
N1 -1.969 -3.010 0.028  0.126
N2 -1.261 -2.005 0.480  0.297
C3 -1.408 -1.602 1.755  0.212
C4 -0.490 -0.682 2.268  0.198
C5 -0.466 -0.271 3.625  0.116
C6 0.481 0.620 4.049  0.002
C7 1.428 1.103 3.129  0.171
C8 1.369 0.657 1.827  -0.035
N3 0.453 -0.201 1.388  0.265
H1 -3.884 -5.065 -3.582  0.000
H2 -2.718 -3.715 -3.574  0.004
H3 -4.241 -3.591 -2.650  0.002
H4 -2.167 -2.060 2.371  -0.022
H5 -1.210 -0.675 4.294  -0.001
H6 0.517 0.941 5.078  0.002
H7 2.183 1.810 3.427  0.009
H8 2.106 0.990 1.105  0.010
C9 1.334 -3.406 1.448  0.046
C10 2.444 -2.611 0.857  0.012
C11 3.746 -2.848 1.347  -0.014
C12 4.817 -2.236 0.767  0.016
C13 4.602 -1.371 -0.324  -0.033
C14 5.666 -0.768 -1.024  0.163
C15 5.423 0.050 -2.102  -0.046
C16 4.113 0.347 -2.459  0.133
C17 3.038 -0.183 -1.755  -0.019
S3 1.447 0.369 -2.132  0.548
C18 3.256 -1.115 -0.703  0.107
N4 2.210 -1.734 -0.104  0.080
H9 1.703 -4.381 1.753  -0.003
H10 0.533 -3.549 0.731  -0.005
H11 0.931 -2.909 2.331  -0.002
H12 3.870 -3.525 2.178  0.000
H13 5.825 -2.417 1.110  0.001
H14 6.673 -0.972 -0.700  0.005
H15 6.244 0.478 -2.655  0.001
H16 3.918 1.017 -3.281  -0.002
C19 -0.562 2.657 -0.703  0.037
N5 -1.580 1.682 -0.296  0.155
C20 -1.951 1.953 1.099  -0.014
N6 -2.430 3.311 1.275  0.008
C21 -1.385 4.238 0.853  0.007
N7 -1.031 4.021 -0.544  0.008
C22 -2.218 4.207 -1.371  -0.001
N8 -3.266 3.279 -0.970  0.010
C23 -2.775 1.921 -1.118  -0.009
C24 -3.599 3.517 0.428  0.000
H17 -0.313 2.484 -1.753  -0.024
H18 0.334 2.513 -0.094  -0.010
H19 -1.082 1.811 1.742  -0.002
H20 -2.734 1.252 1.400  -0.004
H21 -0.498 4.087 1.475  -0.002
H22 -1.746 5.261 0.985  0.000
H23 -1.953 4.018 -2.414  0.000
H24 -2.579 5.232 -1.260  0.000
H25 -2.521 1.750 -2.166  -0.001
H26 -3.559 1.222 -0.817  0.003
H27 -4.386 2.824 0.733  0.000
H28 -3.943 4.546 0.552  0.000
Se1 -3.328 -0.682 -4.096  0.155
C25 -2.112 -0.711 -2.881  0.001
N9 -1.293 -0.746 -2.038  0.015

Atoms 1-2, force components in eV/Å:
Ir 1.41 0.29 0.76
C 0.08 0.01 0.39

Record 2
ORCA calculation (wB97M-V/def2-TZVPD) on C24H26N3O8Sc as an isolated structure.

HOMO	-9.2	eV
spin multiplicity	1

Last column: natural (NBO) charge in e.
Positions of all 62 atoms, in Å:
Sc1 -0.832 -0.543 1.214  1.823
O1 2.023 -1.733 2.228  -0.730
C1 1.974 -1.261 3.563  -0.085
C2 0.563 -1.178 4.114  -0.250
N1 -0.320 -0.173 3.486  -0.473
C3 0.259 1.175 3.519  -0.358
C4 1.150 1.423 2.293  0.792
O2 1.984 2.301 2.310  -0.622
O3 0.905 0.627 1.282  -0.859
C5 -1.650 -0.288 4.106  -0.345
C6 -2.377 -1.503 3.517  0.787
O4 -3.138 -2.164 4.183  -0.604
O5 -2.094 -1.694 2.252  -0.808
H1 1.936 -0.954 1.657  0.496
H2 2.495 -0.304 3.657  0.180
H3 2.516 -1.980 4.181  0.192
H4 0.629 -0.962 5.190  0.191
H5 0.086 -2.154 4.001  0.223
H6 0.831 1.371 4.430  0.211
H7 -0.551 1.902 3.460  0.249
H8 -2.236 0.595 3.847  0.242
H9 -1.598 -0.375 5.195  0.207
O6 -1.871 0.290 -0.455  -0.727
C7 -2.261 1.292 0.224  0.782
O7 -1.998 1.335 1.460  -0.732
C8 -2.991 2.401 -0.440  -0.112
C9 -3.337 3.537 0.282  -0.169
C10 -4.004 4.575 -0.348  -0.224
C11 -4.327 4.475 -1.695  -0.187
C12 -3.984 3.338 -2.415  -0.228
C13 -3.315 2.299 -1.789  -0.176
H10 -3.075 3.592 1.330  0.232
H11 -4.274 5.462 0.211  0.217
H12 -4.849 5.288 -2.184  0.214
H13 -4.243 3.264 -3.464  0.214
H14 -3.036 1.403 -2.326  0.235
C14 3.553 -1.570 -3.083  -0.420
N2 2.514 -2.316 -2.389  -0.183
N3 1.527 -1.585 -1.750  -0.241
C15 1.043 -2.300 -0.699  0.640
O8 0.055 -1.931 -0.018  -0.728
C16 1.832 -3.482 -0.615  -0.369
C17 2.729 -3.435 -1.638  0.249
C18 3.824 -4.387 -1.972  -0.657
C19 0.916 -0.460 -2.392  0.167
C20 1.080 0.801 -1.845  -0.215
C21 0.471 1.884 -2.464  -0.188
C22 -0.267 1.699 -3.623  -0.195
C23 -0.417 0.429 -4.164  -0.209
C24 0.170 -0.662 -3.544  -0.230
H15 3.108 -0.975 -3.876  0.229
H16 4.245 -2.281 -3.524  0.223
H17 4.087 -0.916 -2.391  0.210
H18 1.708 -4.251 0.126  0.252
H19 3.721 -5.280 -1.360  0.245
H20 4.803 -3.951 -1.770  0.235
H21 3.787 -4.677 -3.022  0.233
H22 1.637 0.932 -0.927  0.261
H23 0.577 2.870 -2.031  0.228
H24 -0.738 2.548 -4.103  0.221
H25 -1.003 0.286 -5.063  0.220
H26 0.047 -1.664 -3.937  0.225

Atoms 1-2, force components in eV/Å:
Sc 0.16 0.03 -0.01
O 0.01 -0.01 0.03

Record 3
ORCA calculation (wB97M-V/def2-TZVPD) on C24H16N4O3SSeZr as an isolated structure.

ΔE to the lowest compared entry with this formula, charge and spin	0.1017	eV
HOMO	-8.2	eV
spin multiplicity	1

Last column: natural (NBO) charge in e.
Positions of all 50 atoms, in Å:
Zr1 -0.470 -0.051 -1.074  2.151
O1 -1.395 4.301 -1.772  -0.676
C1 -1.423 4.724 -0.493  0.434
C2 -1.577 6.100 -0.300  -0.300
C3 -1.617 6.624 0.973  -0.162
C4 -1.503 5.795 2.088  -0.266
C5 -1.349 4.439 1.903  -0.129
C6 -1.305 3.878 0.620  -0.254
C7 -1.125 2.425 0.476  0.592
O2 -1.114 1.916 -0.745  -0.850
N1 -0.984 1.678 1.526  -0.389
N2 -0.840 0.354 1.134  -0.393
C8 -0.855 -0.522 2.069  0.185
C9 -0.814 -1.944 1.800  -0.228
C10 -0.493 -2.826 2.840  -0.135
C11 -0.484 -4.189 2.643  -0.254
C12 -0.838 -4.695 1.391  -0.163
C13 -1.190 -3.850 0.358  -0.291
C14 -1.170 -2.463 0.541  0.428
O3 -1.513 -1.667 -0.476  -0.829
H1 -1.286 3.334 -1.771  0.510
H2 -1.664 6.729 -1.175  0.225
H3 -1.738 7.692 1.105  0.213
H4 -1.535 6.209 3.087  0.215
H5 -1.258 3.772 2.748  0.232
H6 -0.922 -0.170 3.096  0.206
H7 -0.238 -2.412 3.809  0.214
H8 -0.217 -4.857 3.450  0.219
H9 -0.847 -5.765 1.225  0.216
H10 -1.482 -4.235 -0.610  0.225
S1 3.934 -0.961 0.285  0.431
C15 3.537 0.563 0.953  -0.400
C16 2.293 0.979 0.581  -0.240
C17 1.623 0.063 -0.289  -0.488
C18 2.418 -1.031 -0.519  -0.279
C19 1.987 -2.130 -1.379  0.233
C20 2.716 -3.293 -1.613  -0.243
C21 2.191 -4.251 -2.456  -0.129
C22 0.948 -4.041 -3.039  -0.275
C23 0.272 -2.877 -2.737  0.082
N3 0.779 -1.938 -1.932  -0.535
H11 4.245 1.070 1.590  0.239
H12 1.868 1.915 0.919  0.230
H13 3.677 -3.428 -1.137  0.229
H14 2.745 -5.158 -2.659  0.224
H15 0.506 -4.766 -3.707  0.230
H16 -0.710 -2.670 -3.141  0.228
Se1 -2.069 -0.006 -3.507  -0.041
C24 -0.393 0.661 -3.512  -0.020
N4 0.678 0.975 -3.167  -0.426

Atoms 1-2, force components in eV/Å:
Zr -0.40 -0.19 -0.08
O -0.01 0.06 0.02

Record 4
ORCA calculation (wB97M-V/def2-TZVPD) on C58H49F5O4P2Pd as an isolated structure at a distorted geometry.

HOMO	-4.9	eV
spin multiplicity	1

Last column: Mulliken charge in e.
Positions of all 119 atoms, in Å:
C1 7.536 -4.448 -0.551  -1.197
C2 7.389 -3.080 -1.180  -0.231
O1 6.280 -3.025 -2.047  -0.281
C3 6.505 -2.115 -3.044  0.494
C4 5.462 -1.975 -4.020  0.292
F1 4.337 -2.654 -3.832  -0.454
C5 5.575 -1.160 -5.195  0.538
O2 6.584 -0.516 -5.447  -0.725
O3 4.498 -1.160 -6.039  -0.226
C6 4.725 -0.284 -7.118  -0.280
C7 4.029 -0.755 -8.374  -1.204
O4 7.543 -1.471 -3.098  -0.701
H1 8.454 -4.551 0.031  0.370
H2 6.685 -4.658 0.098  0.279
H3 7.547 -5.217 -1.326  0.297
H4 7.259 -2.284 -0.434  0.263
H5 8.281 -2.822 -1.768  0.343
H6 4.392 0.712 -6.795  0.245
H7 5.810 -0.223 -7.273  0.414
H8 4.280 -0.155 -9.250  0.385
H9 4.308 -1.787 -8.592  0.285
H10 2.948 -0.737 -8.236  0.262
F2 -2.257 -5.196 4.108  -0.384
C8 -2.681 -4.370 3.113  -0.072
C9 -4.035 -4.187 2.885  -0.457
C10 -4.484 -3.320 1.898  0.183
F3 -5.810 -3.043 1.795  -0.385
C11 -3.568 -2.662 1.108  -0.110
C12 -2.189 -2.793 1.338  -0.453
C13 -1.244 -2.021 0.556  -0.371
C14 0.122 -1.855 0.912  -0.707
C15 1.105 -1.109 0.184  -0.705
C16 1.220 -0.965 -1.259  1.067
C17 2.221 -0.151 -1.817  -0.317
C18 2.397 -0.079 -3.183  -0.235
F4 3.339 0.744 -3.712  -0.548
C19 1.571 -0.821 -4.009  -0.644
C20 0.575 -1.629 -3.491  0.692
F5 -0.290 -2.277 -4.311  -0.420
C21 0.419 -1.712 -2.127  -0.746
Pd1 -0.638 0.107 0.864  0.928
P1 -0.982 0.656 3.125  1.489
C22 -0.155 -0.690 3.990  0.860
C23 1.220 -0.732 4.052  -0.592
C24 1.846 -1.782 4.700  -0.767
C25 1.095 -2.787 5.275  -0.786
C26 -0.281 -2.747 5.199  -0.641
C27 -0.905 -1.692 4.560  -0.531
C28 -0.111 2.179 3.535  0.068
C29 0.274 2.418 4.835  -0.122
C30 1.019 3.544 5.137  -0.888
C31 1.392 4.414 4.132  -0.737
C32 0.996 4.176 2.831  -0.647
C33 0.234 3.060 2.536  0.431
C34 -2.688 0.752 3.680  0.763
C35 -3.053 1.570 4.724  -1.017
C36 -4.362 1.572 5.168  -0.787
C37 -5.298 0.756 4.565  -0.912
C38 -4.928 -0.060 3.517  -0.634
C39 -3.618 -0.061 3.078  0.719
P2 -1.736 1.525 -0.645  1.306
C40 -3.060 0.661 -1.529  0.947
C41 -4.367 1.081 -1.391  -0.968
C42 -5.373 0.454 -2.104  -0.799
C43 -5.074 -0.602 -2.938  -0.828
C44 -3.769 -1.042 -3.055  -0.970
C45 -2.764 -0.396 -2.358  -0.161
C46 -2.457 2.945 0.198  0.630
C47 -2.189 4.223 -0.233  -0.584
C48 -2.787 5.303 0.388  -0.878
C49 -3.659 5.097 1.439  -0.865
C50 -3.911 3.815 1.884  -1.001
C51 -3.305 2.740 1.261  -0.493
C52 -0.536 2.134 -1.857  0.455
C53 -0.782 2.017 -3.207  -0.495
C54 0.108 2.543 -4.123  -0.753
C55 1.238 3.202 -3.681  -0.793
C56 1.491 3.311 -2.329  -0.870
C57 0.598 2.781 -1.414  -0.013
C58 -1.773 -3.679 2.345  -0.371
H11 -4.747 -4.705 3.500  0.510
H12 -3.929 -1.990 0.350  0.405
H13 -1.608 -1.624 -0.390  0.392
H14 0.408 -2.207 1.908  0.066
H15 2.003 -0.821 0.740  0.663
H16 2.863 0.429 -1.183  0.677
H17 1.731 -0.802 -5.072  0.587
H18 -0.278 -2.427 -1.739  0.964
H19 1.798 0.058 3.600  0.561
H20 2.920 -1.813 4.760  0.472
H21 1.582 -3.602 5.784  0.423
H22 -0.870 -3.544 5.618  0.467
H23 -1.980 -1.653 4.492  0.432
H24 0.002 1.716 5.606  0.549
H25 1.311 3.736 6.156  0.439
H26 1.996 5.275 4.367  0.422
H27 1.289 4.856 2.048  0.519
H28 -0.114 2.874 1.535  -0.493
H29 -2.311 2.194 5.192  0.422
H30 -4.643 2.200 5.996  0.437
H31 -6.314 0.747 4.923  0.421
H32 -5.645 -0.718 3.056  0.529
H33 -3.305 -0.705 2.276  -0.703
H34 -4.597 1.898 -0.730  0.466
H35 -6.391 0.803 -2.018  0.454
H36 -5.858 -1.090 -3.494  0.412
H37 -3.533 -1.879 -3.689  0.541
H38 -1.740 -0.702 -2.486  0.303
H39 -1.520 4.373 -1.065  0.368
H40 -2.584 6.302 0.040  0.450
H41 -4.143 5.937 1.908  0.434
H42 -4.595 3.649 2.701  0.467
H43 -3.513 1.735 1.582  0.773
H44 -1.686 1.540 -3.540  0.498
H45 -0.093 2.465 -5.174  0.475
H46 1.906 3.660 -4.388  0.423
H47 2.370 3.830 -1.982  0.493
H48 0.760 2.911 -0.357  0.283
H49 -0.729 -3.861 2.521  0.756

Atoms 1-2, force components in eV/Å:
C -0.54 -0.17 -0.06
C 0.98 0.16 0.38